A structure of composition C40H33BF4IN6O4SSc in a non-equilibrium geometry, computed with wB97M-V/def2-TZVPD.

XYZ file:
```
91
Properties=species:S:1:pos:R:3:lowdin_charge:R:1
Sc 0.153 0.091 1.452 1.006
C -0.823 4.334 2.601 -0.008
C -1.534 3.866 1.365 -0.258
N -1.986 4.767 0.523 0.123
C -2.756 4.393 -0.515 -0.107
C -3.208 3.108 -0.683 -0.167
C -4.228 2.781 -1.741 -0.208
O -5.525 2.529 -1.198 -0.061
C -2.707 2.113 0.183 -0.080
C -3.386 0.848 0.374 -0.048
N -2.868 -0.162 0.976 0.062
C -3.738 -1.149 1.458 -0.372
C -4.804 -1.672 0.721 -0.030
C -5.628 -2.644 1.261 -0.078
C -5.407 -3.108 2.549 -0.085
C -4.337 -2.621 3.286 -0.138
C -3.503 -1.663 2.738 -0.579
I -1.772 -1.003 3.790 1.250
C -1.731 2.464 1.146 -0.294
O -1.111 1.576 1.846 -0.218
H -0.381 5.311 2.421 0.083
H -0.074 3.621 2.937 0.065
H -1.554 4.432 3.408 0.094
H -3.050 5.191 -1.191 0.109
H -3.953 1.869 -2.273 0.117
H -4.274 3.598 -2.468 0.117
H -5.778 3.285 -0.660 0.095
H -4.450 0.856 0.123 0.130
H -4.965 -1.316 -0.290 0.115
H -6.448 -3.037 0.673 0.106
H -6.059 -3.860 2.974 0.105
H -4.143 -2.997 4.282 0.099
C 5.521 -0.007 -4.610 -0.052
C 4.981 -0.122 -3.210 -0.271
C 3.613 -0.253 -2.985 -0.030
C 3.118 -0.367 -1.696 -0.053
C 3.991 -0.350 -0.621 -0.268
C 5.356 -0.241 -0.824 -0.041
C 5.842 -0.123 -2.116 -0.031
S 3.329 -0.332 1.043 0.618
O 2.925 1.036 1.260 -0.310
O 4.322 -0.881 1.916 -0.260
N 1.938 -1.167 0.962 -0.200
C 2.061 -2.543 0.769 -0.242
C 3.238 -3.236 0.514 -0.012
C 3.255 -4.627 0.350 -0.062
C 2.113 -5.367 0.437 -0.050
C 0.890 -4.714 0.674 -0.152
C -0.325 -5.419 0.775 -0.002
C -1.484 -4.723 0.951 -0.031
C -1.425 -3.325 1.028 -0.162
N -0.315 -2.619 0.987 0.075
C 0.851 -3.299 0.816 -0.145
H 4.791 0.450 -5.277 0.075
H 5.764 -0.995 -5.008 0.085
H 6.431 0.592 -4.628 0.077
H 2.929 -0.272 -3.826 0.111
H 2.060 -0.487 -1.506 0.092
H 6.017 -0.245 0.034 0.120
H 6.909 -0.030 -2.281 0.115
H 4.175 -2.710 0.479 0.092
H 4.201 -5.118 0.161 0.110
H 2.123 -6.444 0.326 0.110
H -0.319 -6.500 0.705 0.120
H -2.443 -5.216 1.033 0.110
H -2.349 -2.780 1.112 0.066
C 1.911 4.182 0.126 -0.009
C 1.784 4.266 -1.248 -0.030
C 1.151 3.238 -1.926 0.009
C 0.665 2.155 -1.204 -0.199
N 0.828 2.061 0.115 0.066
C 1.435 3.051 0.764 -0.124
C -0.106 1.052 -1.823 -0.208
C -0.446 1.062 -3.172 0.003
C -1.237 0.051 -3.684 -0.042
C -1.659 -0.957 -2.834 -0.033
C -1.245 -0.916 -1.515 -0.113
N -0.491 0.058 -1.007 0.090
H 2.384 4.967 0.698 0.120
H 2.166 5.121 -1.789 0.114
H 1.046 3.297 -2.999 0.105
H 1.564 2.921 1.828 0.115
H -0.105 1.858 -3.816 0.107
H -1.518 0.050 -4.729 0.114
H -2.295 -1.760 -3.181 0.111
H -1.522 -1.707 -0.835 0.084
F 1.004 0.556 3.111 -0.132
B 1.592 0.519 4.608 -1.169
F 2.206 1.723 4.736 0.192
F 0.442 0.375 5.355 0.086
F 2.390 -0.580 4.613 0.192
```

Properties
LUMO level (eV): -0.7
Relative energy (zero: lowest compared OMol25 entry of this formula, charge and spin) (eV): 2.125
Total charge: 0
Kohn-Sham gap (Eh): 0.266
DFT total energy (hartree): -4054.934144